Formula: C29H24MnN5O4S
Source: the OMol25 dataset
Level of theory: ωB97M-V/def2-TZVPD

Spin multiplicity: 6
LUMO energy (alpha / beta), eV: 2.76 / 2.75
Kohn-Sham gap (alpha / beta), Eh: 0.1822 / 0.2315
Charge: -1
Strongest force on any atom, eV Å⁻¹: 0.4

Structure (XYZ):
```
64
Properties=species:S:1:pos:R:3:forces:R:3
Mn 1.0080 0.0021 0.1266 0.092 -0.090 -0.190
C -1.0169 2.1229 3.5573 0.011 0.024 -0.066
O -0.6696 2.9623 2.4527 -0.016 -0.006 -0.008
C -0.1731 2.2009 1.4256 -0.088 0.083 -0.024
N 0.8258 1.3114 1.6759 -0.175 0.049 -0.005
C 0.2017 1.5037 4.2773 -0.242 -0.024 0.150
C -0.1066 0.1154 4.7838 0.075 -0.013 -0.070
C -0.3688 -0.9214 3.8849 0.016 0.037 -0.002
C -0.6182 -2.2012 4.3455 -0.002 -0.026 0.013
C -0.6212 -2.4697 5.7108 -0.001 -0.013 -0.008
C -0.3648 -1.4476 6.6094 0.000 0.009 0.019
C -0.1047 -0.1633 6.1444 -0.033 0.028 -0.001
C -0.7695 2.2382 0.1470 -0.028 0.036 0.084
C -1.7768 3.1043 -0.3482 0.037 -0.016 -0.019
C -2.1130 2.9847 -1.6983 -0.055 0.049 0.015
C -1.5236 2.0617 -2.5457 0.043 -0.031 -0.017
C -0.5600 1.1776 -1.9861 0.021 -0.066 -0.045
N -0.2540 1.2894 -0.6639 0.300 -0.061 0.113
C 0.1674 0.1247 -2.5602 -0.141 0.137 -0.100
N 1.0898 -0.5647 -1.8717 -0.189 0.053 0.203
C 1.3063 -1.7894 -2.6044 0.162 -0.124 -0.103
C 0.9291 -1.3632 -4.0321 -0.052 0.058 0.011
O -0.0519 -0.3353 -3.8335 0.032 -0.008 0.027
C 2.7064 -2.3447 -2.5055 -0.032 0.005 0.026
C 2.9563 -3.6588 -2.8898 -0.048 -0.022 0.006
C 4.2334 -4.1906 -2.8190 0.073 -0.013 0.028
C 5.2834 -3.4118 -2.3500 -0.012 -0.028 -0.010
C 5.0401 -2.1052 -1.9554 -0.017 0.041 0.022
C 3.7602 -1.5733 -2.0328 -0.009 0.026 -0.013
H -1.6648 1.3238 3.1852 0.006 -0.015 0.027
H -1.5929 2.7448 4.2427 0.021 0.009 0.002
H 0.4754 2.1328 5.1286 0.068 0.010 -0.044
H -0.3436 -0.7342 2.8174 -0.001 0.001 0.017
H -0.7987 -2.9930 3.6293 -0.014 -0.008 -0.009
H -0.8170 -3.4730 6.0684 0.001 -0.008 0.002
H -0.3606 -1.6451 7.6746 0.004 -0.009 0.001
H 0.1083 0.6339 6.8485 0.002 0.001 0.014
H -2.2301 3.8459 0.2923 -0.003 0.007 0.002
H -2.8649 3.6532 -2.1044 0.001 0.003 -0.005
H -1.7876 2.0014 -3.5914 -0.009 -0.017 -0.008
H 0.6127 -2.5760 -2.2602 -0.020 0.034 -0.015
H 0.4825 -2.1482 -4.6408 0.020 -0.024 0.019
H 1.7970 -0.9391 -4.5491 -0.006 -0.006 0.018
H 2.1324 -4.2817 -3.2234 -0.013 0.014 -0.012
H 4.4082 -5.2197 -3.1084 -0.003 -0.003 -0.003
H 6.2804 -3.8282 -2.2760 0.001 -0.008 0.006
H 5.8466 -1.4970 -1.5641 0.012 -0.004 -0.004
H 3.5546 -0.5645 -1.6998 0.021 -0.011 -0.015
O -0.1718 -1.8972 0.5869 0.126 -0.079 0.041
N 0.6141 -2.8830 0.6129 -0.093 0.069 -0.035
N 1.8551 -2.5721 0.7495 0.132 -0.249 0.026
O 2.2812 -1.3397 0.9325 -0.044 0.138 0.028
C 2.8053 -3.6354 0.8559 -0.218 0.326 -0.034
C 2.4692 -4.9295 0.4763 0.119 -0.114 0.067
C 3.4159 -5.9313 0.6121 -0.007 0.088 -0.011
C 4.6834 -5.6434 1.1062 0.025 -0.071 -0.014
C 5.0028 -4.3435 1.4656 -0.038 0.087 -0.016
C 4.0666 -3.3255 1.3410 0.026 -0.181 -0.042
H 1.4847 -5.1392 0.0868 -0.005 0.028 -0.002
H 3.1615 -6.9417 0.3181 0.018 -0.016 0.002
H 5.4202 -6.4314 1.2004 0.000 0.001 0.008
H 5.9894 -4.1072 1.8444 0.009 -0.032 -0.002
H 4.2866 -2.3027 1.6059 -0.016 0.006 0.001
S 1.6214 1.5652 3.1426 0.153 -0.062 -0.043
```
Positions in Å, forces in eV/Å.

Atom charges from the natural (NBO) analysis, given in e for atoms 1 to 6: Mn 1.225; C -0.063; O -0.516; C 0.445; N -0.881; C -0.443



Formula: C29H24N13OS4Sr
Source: the OMol25 dataset
Level of theory: ωB97M-V/def2-TZVPD

Spin multiplicity: 1
ΔE to the lowest compared entry with this formula, charge and spin, kJ/mol: 60.0
LUMO energy, eV: -3.09
Kohn-Sham gap, Eh: 0.2450
Charge: +1
Strongest force on any atom, eV Å⁻¹: 2.2

Structure (XYZ):
```
72
Properties=species:S:1:pos:R:3:forces:R:3
Sr 0.1043 -0.2216 -0.1415 0.238 -0.550 -1.018
S -2.0341 7.1722 -2.2136 -0.029 0.085 -0.049
N -0.5842 6.6019 -1.8150 0.165 0.113 0.014
C -0.7559 5.3530 -1.4236 -0.520 -0.081 -0.046
C 0.2721 4.4655 -0.9412 0.158 -0.275 0.126
C 1.5963 4.8785 -0.7893 -0.094 -0.022 0.012
C 2.5072 3.9994 -0.2525 -0.008 0.022 -0.031
C 2.0713 2.7204 0.0791 0.035 0.076 -0.024
N 0.8280 2.2925 -0.0923 -0.008 0.346 -0.087
C -0.0841 3.1519 -0.5817 0.320 0.465 -0.034
C -1.4749 2.6988 -0.7004 -0.522 0.162 -0.123
N -1.7547 1.4212 -0.3880 -0.428 0.541 -0.018
C -3.0124 1.0107 -0.4443 -0.135 -0.014 0.073
C -4.0751 1.8344 -0.8077 -0.034 0.076 -0.057
C -3.8057 3.1362 -1.1539 0.082 0.007 0.046
C -2.4838 3.5873 -1.1082 0.026 -0.360 0.070
C -2.1141 4.9300 -1.4801 0.472 0.199 -0.023
N -2.9314 5.8724 -1.9111 -0.198 0.005 -0.026
H 1.8662 5.8837 -1.0856 0.031 0.002 0.033
H 3.5392 4.2806 -0.0975 -0.001 -0.015 0.005
H 2.7673 2.0019 0.4913 0.020 0.006 -0.022
H -3.1934 -0.0235 -0.1782 0.016 -0.004 -0.011
H -5.0838 1.4474 -0.8243 0.017 -0.036 0.015
H -4.5851 3.8249 -1.4523 -0.009 -0.021 -0.025
C 1.2402 1.7569 3.4614 -0.095 0.002 -0.121
C 1.4272 0.5459 2.5882 0.175 0.133 0.367
O 0.4783 -0.0085 2.0191 0.603 0.136 2.151
N 2.6855 0.0931 2.4807 0.040 -0.084 -0.100
C 3.0716 -1.0970 1.7304 -0.119 0.098 -0.155
C 3.5599 -0.7713 0.3342 0.166 0.075 0.011
C 4.8736 -1.0097 -0.0385 -0.008 0.001 0.034
C 5.2782 -0.6873 -1.3259 -0.078 0.020 -0.021
C 4.3533 -0.1329 -2.1951 0.036 -0.041 0.001
C 3.0606 0.0686 -1.7396 0.065 0.048 0.027
N 2.6662 -0.2410 -0.5063 0.594 0.107 0.139
H 0.2843 2.2183 3.2295 0.005 -0.002 0.004
H 2.0418 2.4802 3.3120 0.001 -0.001 0.026
H 1.2397 1.4552 4.5094 -0.007 -0.029 0.000
H 3.4194 0.6078 2.9384 -0.057 0.063 0.080
H 2.1965 -1.7411 1.6537 0.034 -0.078 0.094
H 3.8478 -1.6160 2.2889 -0.022 -0.048 -0.001
H 5.5703 -1.4383 0.6700 -0.013 -0.014 -0.005
H 6.2987 -0.8594 -1.6410 -0.002 -0.013 0.002
H 4.6230 0.1396 -3.2057 -0.014 -0.002 -0.001
H 2.3035 0.4946 -2.3882 0.046 0.010 -0.030
N 2.3149 -4.1022 -2.7076 0.663 -0.038 -0.170
N 1.6032 -3.9407 -1.5551 -0.330 0.090 0.454
N 0.8443 -4.8785 -1.0450 -0.078 -0.065 -0.078
C 0.4012 -4.2877 0.0576 0.037 0.056 0.026
N 0.8913 -3.0461 0.1874 -0.096 -0.119 0.213
N 1.6748 -2.8499 -0.8524 0.203 -0.299 -0.260
H 1.9763 -4.9133 -3.2025 -0.193 -0.052 -0.008
H 2.2756 -3.2541 -3.2582 -0.258 0.091 -0.031
H -0.2779 -4.7550 0.7508 -0.003 -0.010 -0.023
S -3.4652 -5.2465 -1.1484 -0.152 0.012 0.007
C -2.6686 -3.8359 -1.3857 0.351 0.109 -0.011
S -1.7999 -3.4290 -2.8701 -0.095 0.144 0.435
C -1.1372 -1.9904 -2.1102 -0.452 -0.549 -0.064
N -1.5659 -1.8296 -0.8927 -0.836 -0.366 -0.194
N -2.4487 -2.8166 -0.5040 -0.128 -0.255 -0.368
C -3.0482 -2.6544 0.7786 0.041 0.040 0.207
C -2.2464 -2.2414 1.8381 -0.027 -0.085 -0.070
C -2.8131 -2.0233 3.0843 0.079 0.024 0.038
C -4.1708 -2.2177 3.2789 -0.092 -0.007 0.037
C -4.9660 -2.6286 2.2185 0.048 0.017 -0.027
C -4.4125 -2.8434 0.9664 0.077 0.005 -0.087
S -0.0231 -0.9616 -2.8558 0.266 0.203 -1.247
H -1.1793 -2.1208 1.6992 0.013 -0.027 0.005
H -2.1824 -1.7155 3.9084 -0.008 0.018 -0.009
H -4.6104 -2.0536 4.2539 0.013 -0.002 -0.006
H -6.0280 -2.7811 2.3560 0.005 0.002 0.030
H -5.0367 -3.1600 0.1461 0.010 -0.046 -0.095
```
Positions in Å, forces in eV/Å.

Atom charges from the Mulliken analysis, given in e for atoms 1 to 6: Sr 2.302; S 0.170; N -0.665; C 0.974; C 0.453; C -0.673



Formula: C29H24N4
Source: the OMol25 dataset
Level of theory: ωB97M-V/def2-TZVPD

Spin multiplicity: 1
ΔE to the lowest compared entry with this formula, charge and spin, kJ/mol: 75.1
LUMO energy, eV: -1.85
Kohn-Sham gap, Eh: 0.1437
Charge: 0
Strongest force on any atom, eV Å⁻¹: 2.2

Structure (XYZ):
```
57
Properties=species:S:1:pos:R:3:forces:R:3
C -0.2220 -1.9084 -2.9507 -0.732 -0.123 0.103
C 0.4408 -0.5874 -2.7577 1.047 0.550 -0.395
C -0.3686 0.5595 -2.7470 -0.998 1.057 -0.082
N -1.0758 1.5000 -2.7140 0.839 -1.158 -0.003
C 1.8496 -0.4140 -2.9808 -0.291 -0.071 0.190
C 2.7335 -1.5243 -3.1571 0.113 0.259 0.010
C 4.0791 -1.3294 -3.4219 -0.287 -0.119 0.108
C 4.6097 -0.0348 -3.4932 0.281 -0.065 -0.077
C 6.0067 0.1529 -3.7652 1.910 0.252 -0.381
N 7.1476 0.2998 -3.9845 -2.127 -0.269 0.419
C 3.7702 1.0681 -3.2911 -0.593 0.087 0.181
C 2.4183 0.8896 -3.0268 0.680 0.056 -0.117
H 0.4739 -2.7328 -3.1148 -0.179 0.199 0.028
H -0.8202 -2.1377 -2.0625 0.174 -0.514 -0.195
H -0.9199 -1.8667 -3.8028 0.118 -0.213 0.086
H 2.3506 -2.5443 -3.0855 0.229 0.383 -0.087
H 4.7340 -2.1884 -3.5782 -0.166 0.253 0.067
H 4.1857 2.0749 -3.3480 -0.100 -0.266 0.034
H 1.7806 1.7630 -2.8671 0.187 -0.319 -0.109
C -4.9416 -2.4257 -0.8246 -0.079 -0.081 -0.317
N -3.9139 -1.6163 -0.1942 0.405 0.411 -0.127
C -2.7476 -1.2375 -0.7803 0.230 0.214 1.125
C -1.9178 -0.5901 0.1679 -1.323 -0.387 -0.583
C -0.5778 -0.1775 0.0038 0.381 0.300 0.990
C 0.0048 0.8657 0.7400 0.168 0.122 -0.152
C -0.5916 1.9554 1.4254 0.879 -0.288 0.274
N 0.3357 2.5659 2.2147 -0.932 -0.478 -0.970
C 0.0496 3.6148 3.1784 -0.235 0.324 0.060
C 1.5786 1.9327 2.0577 -0.245 -0.867 0.041
C 1.4168 0.8922 1.1138 -0.208 0.249 0.607
C 2.4244 -0.0455 0.9327 0.657 0.118 0.233
C 3.5778 0.0582 1.7264 -0.420 0.003 -0.367
C 3.7113 1.0767 2.6855 -0.432 0.451 -0.080
C 2.7046 2.0411 2.8621 0.510 -0.287 -0.176
C -2.7011 -0.5511 1.4090 -0.355 -0.136 -0.592
C -3.9369 -1.1840 1.1328 0.367 -0.058 -0.244
C -4.9579 -1.3133 2.0644 0.137 0.259 0.642
C -4.7339 -0.7700 3.3393 -0.051 -0.186 -0.617
C -3.4974 -0.1832 3.6533 0.484 -0.095 -0.392
C -2.4614 -0.1161 2.7055 -0.506 0.140 0.772
H -5.7983 -2.5009 -0.1513 0.156 0.036 -0.257
H -5.2546 -1.9713 -1.7721 -0.003 -0.058 0.262
H -4.5691 -3.4388 -1.0368 -0.067 0.308 0.158
H -2.5886 -1.3699 -1.8466 -0.054 -0.057 0.369
H 0.0974 -0.8146 -0.5606 -0.093 0.251 -0.092
H -1.6277 2.2789 1.3916 0.286 0.030 0.048
H 0.9674 3.8525 3.7215 -0.289 0.005 -0.130
H -0.3182 4.5168 2.6725 0.194 -0.214 0.093
H -0.7197 3.2891 3.8941 0.307 0.001 -0.211
H 2.2858 -0.8383 0.1971 0.230 0.099 0.231
H 4.3763 -0.6750 1.6086 -0.220 0.227 0.029
H 4.6045 1.1149 3.3088 -0.234 0.015 -0.193
H 2.7751 2.8364 3.6019 0.198 -0.299 -0.082
H -5.8889 -1.8034 1.7887 0.132 0.145 0.285
H -5.5206 -0.8103 4.0923 0.209 -0.007 -0.216
H -3.3361 0.2263 4.6520 -0.015 -0.209 -0.275
H -1.4830 0.2752 2.9733 -0.276 0.018 0.075
```
Positions in Å, forces in eV/Å.

Atom charges from the natural (NBO) analysis, given in e for atoms 1 to 6: C -0.600; C -0.407; C 0.292; N -0.489; C 0.016; C -0.288



| no. | M (u) | total energy (eV) |
| --- | --- | --- |
| 1 | 593.5 | -88256.7459 |
| 2 | 786.5 | -96056.6162 |
| 3 | 428.5 | -36420.0156 |